[1]
Entry from the OMol25 dataset: C14H12AlB2Br6O18V as an isolated structure at a distorted geometry (ωB97M-V/def2-TZVPD).

The charge is +2. The LUMO energy is -0.4918 hartree. Its spin multiplicity is 1. Its highest occupied orbital energy is -15.1 eV.

```
54
C14H12AlB2Br6O18V ωB97M-V/def2-TZVPD
O -5.10 0.16 10.12
V -6.27 1.25 9.96
O -7.48 1.04 10.94
Al -12.10 5.61 3.11
O -5.93 6.12 9.47
C -6.61 5.59 8.65
O -7.45 6.14 7.81
B -8.10 5.09 6.99
O -7.43 3.80 7.38
C -6.65 4.09 8.36
O -6.03 3.23 8.96
O -9.52 5.02 7.24
C -10.16 5.29 6.12
O -11.32 5.42 5.90
C -9.08 5.65 5.06
O -7.92 5.30 5.56
O -9.33 6.08 3.97
O -10.93 3.66 3.45
C -10.42 2.69 3.95
O -9.23 2.62 4.47
B -9.06 1.25 5.01
O -10.23 0.48 4.50
C -11.09 1.30 3.96
O -12.15 1.03 3.48
O -8.90 1.18 6.50
C -7.70 0.79 6.81
O -7.14 0.90 7.88
C -7.01 0.37 5.52
O -7.83 0.64 4.52
O -5.87 0.03 5.43
Br -6.75 7.20 14.09
C -6.56 5.69 12.84
C -5.14 5.09 12.99
Br -4.96 3.44 11.92
H -6.71 6.00 11.82
H -7.26 4.89 13.08
H -4.94 4.89 14.03
H -4.38 5.77 12.61
Br -11.01 8.29 10.62
C -10.11 6.66 9.96
C -9.97 5.70 11.16
Br -8.74 4.19 10.80
H -9.13 6.93 9.58
H -10.79 6.29 9.20
H -10.95 5.39 11.50
H -9.43 6.26 11.92
Br -4.76 10.27 8.22
C -4.61 9.10 6.66
C -4.02 7.76 7.11
Br -4.55 6.41 5.78
H -3.97 9.52 5.89
H -5.61 8.97 6.27
H -4.30 7.39 8.09
H -2.93 7.80 7.07
```

Löwdin atomic charge list, values in e, 8 entries: atom 1 (O): -0.250, atom 2 (V): 0.920, atom 3 (O): -0.293, atom 4 (Al): 1.161, atom 5 (O): 0.147, atom 6 (C): -0.458, atom 7 (O): 0.227, atom 8 (B): -0.914



[2]
Entry from the OMol25 dataset: C14H12B2Ba3Br6O16 as an isolated structure at a distorted geometry (ωB97M-V/def2-TZVPD).

The charge is +4. The LUMO energy is -0.4037 hartree. Its spin multiplicity is 1. Its highest occupied orbital energy is -17.0 eV. The value obtained for the relative energy (zero: lowest compared OMol25 entry of this formula, charge and spin) is 59.61 kJ/mol.

```
53
C14H12B2Ba3Br6O16 ωB97M-V/def2-TZVPD
Ba -3.25 5.23 -1.84
Ba 1.96 6.29 2.73
Ba -1.41 -3.45 2.83
O -0.46 5.00 2.29
C -1.25 4.11 2.52
O -1.22 3.21 3.44
B -2.38 2.33 3.32
O -3.26 3.05 2.35
C -2.62 4.04 1.83
O -3.06 4.75 0.95
O -3.09 2.16 4.58
C -3.30 0.86 4.85
O -3.84 0.43 5.79
C -2.60 0.08 3.70
O -2.01 0.95 2.94
O -2.51 -1.12 3.61
O 1.71 -2.00 -0.70
C 1.30 -0.94 -0.35
O 1.55 0.22 -0.94
B 0.91 1.28 -0.22
O 0.36 0.64 0.98
C 0.40 -0.66 0.86
O -0.17 -1.49 1.50
O -0.18 2.04 -0.85
C 0.00 3.33 -0.74
O -0.82 4.17 -1.01
C 1.36 3.49 0.03
O 1.94 2.34 0.13
O 1.79 4.57 0.37
Br 5.72 -1.83 1.17
C 4.39 -3.22 1.10
C 3.42 -2.99 2.25
Br 2.07 -4.41 2.20
H 4.90 -4.17 1.30
H 4.07 -3.17 0.07
H 2.91 -2.03 2.19
H 3.99 -2.88 3.17
Br 1.56 -1.29 -4.33
C 0.98 0.57 -4.41
C -0.23 0.56 -5.33
Br -1.20 2.32 -5.26
H 1.69 1.30 -4.77
H 0.74 0.79 -3.37
H -0.99 -0.18 -5.11
H -0.03 0.48 -6.39
Br -2.26 -3.81 -4.45
C -1.60 -4.79 -2.92
C -0.86 -3.86 -1.96
Br -0.33 -4.98 -0.45
H -0.85 -5.47 -3.32
H -2.41 -5.35 -2.48
H -1.53 -3.15 -1.48
H -0.01 -3.35 -2.38
```

Löwdin atomic charge list, values in e, 8 entries: atom 1 (Ba): 1.999, atom 2 (Ba): 2.034, atom 3 (Ba): 1.858, atom 4 (O): -0.072, atom 5 (C): -0.372, atom 6 (O): 0.316, atom 7 (B): -0.817, atom 8 (O): 0.300



[3]
Entry from the OMol25 dataset: the molecule C14H12ClNOS (ωB97M-V/def2-TZVPD).

The LUMO energy is 0.0043 hartree. As for the SMILES: O=C(/C=C/c1cccc(Cl)c1)NCc1cccs1. Its spin multiplicity is 1. Its highest occupied orbital energy is -9.0 eV.

```
30
C14H12ClNOS ωB97M-V/def2-TZVPD
O 0.60 3.63 -1.11
C 0.57 2.63 -0.42
N 1.70 2.14 0.13
H 2.54 2.66 -0.09
C 1.85 1.08 1.11
C 2.75 0.00 0.60
C 4.11 -0.08 0.72
C 4.66 -1.22 0.08
C 3.71 -1.99 -0.50
S 2.13 -1.35 -0.30
H 3.84 -2.91 -1.05
H 5.71 -1.45 0.07
H 4.70 0.65 1.24
H 2.30 1.50 2.02
H 0.87 0.68 1.35
C -0.71 1.90 -0.17
C -0.90 0.63 -0.50
C -2.13 -0.13 -0.38
C -3.36 0.47 -0.08
C -4.49 -0.31 0.04
C -4.45 -1.69 -0.13
C -3.23 -2.28 -0.43
C -2.09 -1.52 -0.55
H -1.14 -1.99 -0.79
H -3.18 -3.35 -0.57
H -5.34 -2.28 -0.03
Cl -6.00 0.45 0.41
H -3.43 1.53 0.05
H -0.06 0.06 -0.90
H -1.51 2.53 0.18
```

Löwdin atomic charge list, values in e, 8 entries: atom 1 (O): 0.061, atom 2 (C): -0.501, atom 3 (N): 0.080, atom 4 (H): 0.154, atom 5 (C): -0.196, atom 6 (C): -0.512, atom 7 (C): -0.138, atom 8 (C): -0.187



[4]
Entry from the OMol25 dataset: a 2-piece molecular cluster, C14H12N5O6 overall at a distorted geometry (ωB97M-V/def2-TZVPD).

The charge is -1. The LUMO energy is 0.0165 hartree. Its spin multiplicity is 1. Its highest occupied orbital energy is -5.3 eV. The value obtained for the relative energy (zero: lowest compared OMol25 entry of this formula, charge and spin) is 0.00 kJ/mol.

```
37
C14H12N5O6 ωB97M-V/def2-TZVPD
C -4.87 -0.43 -0.93
C -3.51 -0.44 -0.22
C -3.77 -0.46 1.28
C -2.66 -1.65 -0.67
C -1.13 -1.63 -0.31
O -0.55 -2.72 -0.21
N -0.49 -0.44 -0.17
C -1.15 0.75 -0.22
O -0.59 1.83 0.04
C -2.66 0.78 -0.63
H -4.75 -0.42 -2.02
H -5.44 -1.33 -0.66
H -5.45 0.45 -0.64
H -2.85 -0.46 1.86
H -4.36 0.42 1.56
H -4.36 -1.35 1.54
H -3.09 -2.58 -0.27
H -2.73 -1.67 -1.77
H -2.69 0.81 -1.73
H -3.11 1.70 -0.23
N 5.97 3.74 0.80
C 5.24 2.83 0.73
C 4.36 1.72 0.61
C 3.51 1.20 1.59
C 2.68 0.07 1.31
N 2.13 -0.60 2.46
O 2.14 0.01 3.56
O 1.72 -1.77 2.33
C 2.60 -0.50 0.03
C 3.47 0.02 -0.92
N 3.68 -0.30 -2.27
O 3.23 -1.17 -2.99
O 4.63 0.67 -2.77
N 5.04 1.52 -1.76
C 4.34 1.11 -0.68
H 3.54 1.60 2.60
H 1.92 -1.30 -0.22
```

Löwdin atomic charge list, values in e, 8 entries: atom 1 (C): -0.073, atom 2 (C): -0.582, atom 3 (C): -0.054, atom 4 (C): -0.069, atom 5 (C): -0.502, atom 6 (O): -0.035, atom 7 (N): 0.125, atom 8 (C): -0.514



[5]
Entry from the OMol25 dataset: C14H13BF3N7O2RuS2 as an isolated structure (ωB97M-V/def2-TZVPD).

The charge is -2. The LUMO energy (spin up / spin down) is 0.1725 / 0.1724 hartree. Its spin multiplicity is 5. Its highest occupied orbital energy (spin up / spin down) is 0.1 / -1.6 eV.

```
43
C14H13BF3N7O2RuS2 ωB97M-V/def2-TZVPD
Ru 0.30 0.33 -0.11
C -4.11 1.31 1.51
C -2.99 1.65 0.74
N -2.18 0.63 0.59
N -2.74 -0.40 1.26
C -3.89 -0.02 1.82
B -2.12 -1.80 1.23
N -0.70 -1.79 1.89
C -0.33 -2.52 2.95
C 0.99 -2.23 3.26
C 1.35 -1.26 2.31
N 0.33 -1.01 1.51
N -2.08 -2.32 -0.22
C -2.47 -3.51 -0.70
C -2.28 -3.51 -2.06
C -1.76 -2.23 -2.33
N -1.64 -1.53 -1.21
H -4.92 1.93 1.81
H -2.71 2.60 0.32
H -4.48 -0.72 2.39
H -2.79 -2.56 1.89
H -1.04 -3.19 3.41
H 1.58 -2.64 4.05
H 2.27 -0.73 2.14
H -2.85 -4.26 -0.03
H -2.49 -4.30 -2.76
H -1.45 -1.79 -3.26
S -0.67 3.06 -3.97
C -0.19 2.19 -2.65
N 0.16 1.58 -1.72
F 4.26 3.63 1.27
C 4.26 2.34 0.90
F 5.09 2.26 -0.18
F 5.02 1.70 1.88
C 2.94 1.77 0.67
O 1.92 2.51 1.26
O 2.76 0.54 0.41
C 1.23 -1.20 -1.27
H 2.29 -1.16 -1.05
H 1.05 -0.98 -2.33
H 0.81 -2.17 -1.02
S -0.36 2.70 2.34
C 0.69 1.99 1.25
```

Löwdin atomic charge list, values in e, 8 entries: atom 1 (Ru): 1.227, atom 2 (C): -0.087, atom 3 (C): -0.217, atom 4 (N): 0.003, atom 5 (N): -0.039, atom 6 (C): -0.111, atom 7 (B): -0.538, atom 8 (N): -0.006



[6]
Entry from the OMol25 dataset: C14H13Br2N4OSY as an isolated structure at a distorted geometry (ωB97M-V/def2-TZVPD).

The LUMO energy is -0.0310 hartree. Its spin multiplicity is 1. Its highest occupied orbital energy is -7.0 eV. The value obtained for the relative energy (zero: lowest compared OMol25 entry of this formula, charge and spin) is 138.43 kJ/mol.

```
36
C14H13Br2N4OSY ωB97M-V/def2-TZVPD
Y -2.50 -0.65 -1.04
N 0.74 -0.47 -4.43
C -0.05 -0.45 -3.30
S -1.74 -0.08 -3.53
N 0.62 -0.65 -2.19
N -0.14 -0.63 -1.07
C 0.46 -0.34 0.03
C 1.93 -0.13 0.16
C 2.42 1.10 0.55
C 3.79 1.30 0.70
C 4.66 0.25 0.46
C 4.17 -0.98 0.07
C 2.81 -1.18 -0.09
C -0.37 -0.22 1.24
C 0.19 -0.27 2.51
C -0.62 -0.14 3.62
C -1.98 0.04 3.45
C -2.47 0.07 2.16
N -1.69 -0.05 1.09
H 0.23 -0.59 -5.28
H 1.55 -1.07 -4.35
H 1.74 1.93 0.72
H 4.16 2.27 0.99
H 5.73 0.40 0.58
H 4.85 -1.80 -0.13
H 2.42 -2.13 -0.42
H 1.26 -0.42 2.61
H -0.19 -0.18 4.61
H -2.65 0.15 4.29
H -3.53 0.20 1.97
Br -5.32 -0.33 -0.96
C -4.72 1.53 -1.00
Br -2.90 2.21 -1.02
H -5.13 1.95 -0.10
H -5.16 1.94 -1.90
O -2.57 -2.58 -0.98
```

Löwdin atomic charge list, values in e, 8 entries: atom 1 (Y): 0.550, atom 2 (N): 0.053, atom 3 (C): -0.839, atom 4 (S): 0.503, atom 5 (N): 0.011, atom 6 (N): -0.046, atom 7 (C): -0.183, atom 8 (C): -0.203